Record 1
Computed, not measured: a 4-piece molecular cluster, C24H58N2 overall at a distorted geometry, with ωB97M-V/def2-TZVPD.

Summary:
SMILES string: CCN(CC)CC.CCN(CC)CC.CCCCCC.CCCCCC
total charge: 0
Kohn-Sham gap: 8.68 eV
LUMO: 0.856 eV

Geometry as XYZ:
```
84
C24H58N2 ωB97M-V/def2-TZVPD
C -0.463 0.134 5.205
H -2.958 -0.175 0.964
C -0.453 -3.251 -1.283
H 0.253 -1.901 0.359
C 3.578 -1.526 0.839
H 3.227 -2.377 1.519
C 2.312 -0.886 3.487
H 2.326 -0.497 4.491
H -1.247 -4.041 -0.820
C -3.234 0.993 4.076
H -0.706 0.080 1.826
C 0.836 -3.876 -1.631
H 0.543 -4.694 -2.243
H 2.857 -4.941 -3.626
C 4.140 -3.240 -3.878
C 2.884 0.138 2.564
C 3.081 -3.861 -3.031
C -2.184 2.475 -2.562
H -2.084 5.571 -2.227
C -1.657 0.663 2.267
H -4.546 -0.830 4.157
H -2.132 5.710 -4.046
C -2.700 5.612 -3.136
H 5.354 -0.594 0.009
N 2.804 -0.180 1.141
H -4.464 4.482 -2.669
H -5.072 0.856 4.627
H -2.400 -0.197 -2.896
H -4.320 4.626 -4.310
H -2.965 2.249 -1.993
H 3.648 1.390 0.373
H 3.846 -2.998 -4.824
H -0.895 0.571 5.966
H 1.271 2.099 0.887
H -2.051 3.467 -4.301
H -0.873 -1.098 3.646
H 1.362 -4.287 -0.709
H -2.029 0.863 0.495
H 0.120 0.961 4.661
C 5.121 -1.311 0.745
C 2.877 0.785 0.118
H -0.985 -0.426 -3.664
H 5.627 -2.242 0.244
H -3.495 2.643 -4.222
H 5.151 -3.739 -4.078
H -1.026 -3.063 -2.083
H 2.733 -1.744 3.652
C -3.705 4.503 -3.469
C -4.367 0.147 4.680
H -2.603 1.596 4.652
H 0.651 1.239 -0.227
H 1.296 -1.145 3.212
H -2.261 0.300 -4.574
N -2.295 0.054 3.418
H -1.913 -1.403 4.828
H 5.482 -0.887 1.852
H 1.143 -2.691 -3.400
H -1.800 3.153 -1.932
C -1.341 -0.731 4.337
C 1.577 1.689 0.057
C -0.423 -1.826 -0.441
H 4.363 -2.299 -3.314
H -3.451 6.488 -3.041
C -1.743 0.140 -3.597
H -1.214 1.622 2.698
H -0.368 1.573 -3.888
H 3.308 0.633 -0.954
H 2.178 1.038 2.549
H -3.863 -0.158 5.677
C -2.590 0.692 1.159
H -3.710 1.650 3.358
H 0.277 -0.518 5.753
H 3.603 -4.356 -2.192
C -1.165 1.461 -3.006
H 1.997 -2.300 -1.967
H -3.506 1.487 1.218
H 3.041 -1.686 -0.113
H 3.782 0.434 2.777
C 1.777 -3.093 -2.626
H -1.501 -1.486 -0.224
H -0.654 1.352 -2.049
H 0.096 -1.011 -1.094
C -2.890 3.291 -3.720
H 1.754 2.689 -0.492
```

Atom charges from the Mulliken analysis, given in e for atoms 1 to 4: -1.122 0.613 -1.130 0.143

***

Record 2
Computed, not measured: a 7-piece molecular cluster, C24H58N7O10PSi overall, with ωB97M-V/def2-TZVPD.

Summary:
SMILES string: CC(=O)NCCCC[SiH2]P(=O)(O)O.CN(C)C=O.CN(C)C=O.CN(C)C=O.CN(C)C=O.CN(C)C=O.CN(C)C=O
total charge: 0
Kohn-Sham gap: 9.03 eV
LUMO: 0.434 eV

Geometry as XYZ:
```
101
C24H58N7O10PSi ωB97M-V/def2-TZVPD
H 3.011 3.380 9.032
H -3.908 -5.275 7.145
H 5.410 4.001 1.966
H 1.968 2.307 3.267
H 1.857 -2.219 -10.597
H 1.423 -0.056 -9.338
H -1.525 -0.401 4.464
H -1.404 -1.426 0.898
O 0.848 -0.044 -13.542
H 0.377 -1.014 -4.379
O -1.445 3.729 1.331
H -0.822 -6.126 -2.781
H -1.803 -3.115 -4.779
H -0.016 0.760 -9.980
O -5.013 -4.434 4.786
O -0.058 -0.373 3.051
P 1.397 0.005 -5.996
N 0.903 -0.531 -11.326
H 1.116 -2.432 -12.202
H 3.371 1.996 -4.806
N 4.056 4.321 7.468
H -0.013 1.121 -12.111
C 0.359 0.164 -0.748
H -0.086 -0.949 -9.520
H 2.614 -1.521 -12.044
H 2.986 5.148 9.043
H -0.434 -0.574 -0.888
H 0.866 -0.087 0.185
H 4.449 4.285 9.534
H 1.195 -0.892 -2.438
C 3.605 4.276 8.841
C -6.110 -3.035 7.895
C -1.504 -2.222 1.635
H -0.336 -3.018 -3.808
H -3.039 2.375 -1.172
C 0.543 -0.175 -9.967
H -3.892 3.121 0.188
H -2.328 -6.198 -3.709
C 4.900 3.257 6.957
H 4.307 5.166 2.726
H 0.576 2.248 -0.336
C 1.665 -1.745 -11.557
C -1.117 -3.691 -4.159
H -6.685 -3.471 5.435
H -5.618 -2.142 8.287
C -1.825 2.891 0.546
H 4.420 2.749 6.119
O 2.567 1.919 0.653
H 3.602 -0.285 -3.960
H -2.379 -5.966 -1.956
H 4.880 3.785 3.647
O 0.487 -1.151 -5.330
C -2.375 -3.443 -2.136
H -3.187 -3.730 6.705
C 1.400 0.033 -1.883
H 5.855 3.652 6.608
H -0.662 -4.477 -4.756
C -1.831 -5.717 -2.864
C -3.168 -2.108 3.501
N -1.262 1.598 0.461
C 3.715 5.322 6.633
C -3.973 -4.198 7.299
C 3.504 2.592 1.055
C -1.118 -0.771 3.507
H -3.179 -3.182 3.682
H 3.065 6.079 7.101
H 1.815 2.117 -2.373
N 3.455 3.325 2.176
H -0.539 -2.721 1.728
Si 2.664 0.803 -4.298
H 2.358 3.963 3.812
H 4.470 2.651 0.527
C -0.226 1.551 -0.590
H -6.340 -3.698 8.731
H -3.315 -1.596 4.452
H -3.810 -3.973 8.351
H -0.851 1.391 1.372
C 1.501 1.200 -2.876
H 0.121 1.780 -5.768
H -0.695 1.899 -1.516
H 5.078 2.538 7.754
O 4.078 5.396 5.474
O -2.336 -2.229 -2.221
C 2.217 3.320 2.946
N -1.801 -4.281 -3.022
H -4.006 -1.865 2.844
C -5.681 -3.880 5.638
H -2.882 -3.966 -1.308
H -7.046 -2.734 7.427
O 2.164 -0.488 -7.147
N -1.916 -1.675 2.916
H -2.253 -2.936 1.300
H -2.893 4.132 -0.848
C 0.562 0.221 -12.388
H 2.386 -0.106 -1.435
C 4.572 4.111 2.653
O 0.327 1.124 -6.441
H 1.383 3.687 2.347
C -2.975 3.142 -0.403
N -5.281 -3.699 6.913
H 0.512 1.410 -3.305
```

Atom charges from the Mulliken analysis, given in e for atoms 1 to 4: 0.341 0.305 0.303 0.315

***

Record 3
Computed, not measured: C24H59CrN8O15SZr as an isolated structure at a distorted geometry, with ωB97M-V/def2-TZVPD.

Summary:
multiplicity: 4
<S²>: 3.79
total charge: +2
Kohn-Sham gap (alpha / beta): 6.20 / 6.77 eV
LUMO (alpha / beta): -6.582 / -6.008 eV

Geometry as XYZ:
```
109
C24H59CrN8O15SZr ωB97M-V/def2-TZVPD
H -1.904 -4.788 2.300
H -6.928 1.240 -0.839
H 5.513 -0.774 0.208
H 0.110 -6.326 -2.385
H 0.690 2.940 1.624
H -3.443 -5.579 2.787
N 2.598 3.142 -2.377
C -3.924 0.755 -0.544
H -6.830 0.187 0.593
H 0.387 -1.233 6.404
H 1.254 -6.448 -0.967
H 3.225 -0.611 0.182
C -4.633 -5.098 0.167
C 0.860 4.016 1.465
H 2.733 6.066 0.411
H 0.314 -4.591 0.427
C 3.103 4.429 -2.117
N 0.550 -4.518 -1.533
N -1.008 3.858 -2.632
O -0.113 -0.545 3.892
H 3.931 3.487 0.978
H 0.180 0.423 6.985
H 2.352 2.056 6.288
C -1.258 3.760 -4.007
C -0.373 -4.410 -0.399
H -0.526 3.026 -0.813
H -5.990 -1.541 -0.951
H -5.152 -5.881 0.720
C -5.547 -0.756 -1.564
H 1.808 2.429 -0.487
H -4.194 -2.810 -0.039
H -4.206 -5.470 -0.765
H 1.355 0.896 3.398
N 1.399 0.423 5.301
H -6.034 1.758 0.661
H -5.499 -4.501 -0.118
H -3.562 0.530 3.886
H 3.740 3.689 2.698
C 5.617 -1.751 -0.289
N -5.200 0.290 -0.643
H 2.041 1.745 -3.677
Cr -1.638 -1.363 2.733
H 3.509 2.136 -0.836
H -0.808 -3.415 -0.487
H 3.469 0.876 5.688
N 4.418 -2.189 -0.698
H -1.202 -5.118 -0.396
H -2.486 -6.173 1.544
C 2.237 2.828 -3.629
C 3.188 -1.444 -0.521
C 4.241 -3.526 -1.261
O -2.950 0.286 -1.152
C 2.515 1.355 5.469
N -3.615 -4.388 0.965
H -0.657 5.916 -2.885
H 1.796 -5.898 -2.507
H -6.207 -0.246 -2.266
C -2.839 -5.226 1.952
H 1.716 -0.352 7.209
C -3.464 -3.089 0.737
H -0.323 4.038 -4.493
H -3.905 1.634 0.118
Zr -1.398 -0.660 -2.661
H 1.951 6.540 1.889
H 3.024 5.055 -3.006
H -1.924 4.480 -4.482
O 1.041 0.364 0.850
O 0.234 -2.419 -2.356
H 4.057 -3.422 -2.330
C 0.937 -5.874 -1.837
O -0.985 1.616 -2.170
C 0.800 -3.547 -2.400
H 3.414 -4.062 -0.797
O 6.681 -2.437 -0.386
C -6.303 0.934 -0.001
H 5.170 -4.084 -1.141
N 2.089 4.369 1.636
O -0.567 -0.541 -0.805
C 2.566 5.759 1.443
C 3.203 3.425 1.787
O -2.845 -2.314 1.394
H -3.022 -3.139 -2.090
H 3.553 5.812 1.903
O -2.546 -2.287 -2.130
C 0.797 0.299 4.135
S -0.206 -0.390 0.608
O -1.308 0.133 1.408
C -0.571 5.120 -2.145
H -1.396 2.795 -4.495
H -4.667 -1.133 -2.084
C -0.891 2.784 -1.823
H 2.514 4.894 -1.326
H 2.993 2.370 1.966
H 2.853 -0.998 -1.457
C 0.881 -0.267 6.514
O 0.374 -0.120 -3.613
H -1.117 5.530 -1.295
H 1.534 -3.763 -3.191
H 1.102 -0.175 -4.263
O -0.044 4.858 1.184
O -0.275 -1.697 1.256
H 2.728 1.931 4.568
H 2.304 1.229 -1.674
C 2.520 2.225 -1.286
H 0.437 5.058 -1.735
H 4.162 4.417 -1.860
H 2.454 -2.178 -0.188
O -3.009 -0.207 3.562
O 2.269 3.570 -4.592
```

Atom charges from the Mulliken analysis, given in e for atoms 1 to 4: 0.304 0.328 0.301 0.384

***

How do the records compare in molar mass? In the order shown, they have 374.74; 663.83; 875.06 g mol⁻¹.
How do the records compare in relative energy (zero: lowest compared OMol25 entry of this formula, charge and spin)? In the order shown, they have 417.7; 0.0; 287.3 kJ/mol.